Below is a 11-piece molecular cluster, C44H88O22S7 overall, with properties calculated with ωB97M-V/def2-TZVPD.

Element x y z (Å)
O -1.35711 -3.01043 -2.09097
S 5.29288 -4.44120 -0.57721
C -6.55880 -4.76427 -0.31793
H -7.69037 -4.99651 -2.09575
C -6.46631 0.48642 -0.03400
C 5.27331 2.99020 0.90862
C 6.90681 1.12667 1.07903
H -0.29037 -1.51436 1.23455
H 5.47663 -3.07270 -2.64834
H -4.77515 2.65578 -1.85424
H -0.66287 -1.24719 5.20280
C -6.59355 1.45468 -2.29117
H -2.56793 -5.40683 -3.05076
H -1.46943 -0.07805 6.09977
C 0.47054 -2.24703 -3.50584
H -0.06523 3.96275 4.77758
H -2.35030 4.37193 1.42013
H 2.28272 -2.32145 -0.74071
S -0.10883 5.38797 1.98299
H 2.01089 0.34342 -4.19214
C 3.50540 -4.14923 -0.31205
C 0.00498 3.35544 3.87517
H -0.72855 5.09781 -4.74088
O 0.50326 -0.15250 -6.76492
H -7.03499 2.22114 -2.92818
C 2.00522 -0.35639 3.66102
H -3.38006 4.37042 -1.74316
C -1.28598 3.13311 3.07507
C -1.66978 -0.98272 5.52573
H 0.86028 -1.61161 -2.71057
H 5.40840 -1.40437 1.73362
H -3.89200 -4.27249 -2.69015
H 3.20900 0.47929 -0.60358
H -4.73761 -4.58937 1.49799
H 6.35559 4.25922 2.29432
C 5.18336 -1.96995 2.63782
O -4.06925 -0.53396 -0.89186
H 6.11366 -2.30277 4.45459
H 4.95869 -2.99100 2.32950
H -6.19536 -4.18232 2.38540
H 7.54976 0.34299 1.47974
H -2.75748 -1.64144 3.82512
H -3.54984 -5.62296 -1.60173
S 7.89648 2.68110 1.22353
H -4.53587 -2.44256 6.99936
C -2.15303 -4.00361 -1.40651
H 6.84426 0.85865 0.02435
H -1.44424 0.92364 -0.12896
H 1.35726 2.64531 -5.66533
H 4.78941 0.86163 1.25593
C 2.09285 1.85302 -5.80417
H 3.40876 -3.78907 0.71218
C -3.94056 -2.36140 6.08989
O -1.80613 2.00716 -3.90318
C -5.49297 -3.81588 1.63675
H -0.51027 3.64688 -1.00030
H 3.09870 1.64505 -3.90238
C -1.02772 -0.07896 -0.22588
O 0.31860 0.14714 -0.61002
H 4.11659 -0.62578 -4.71031
H 4.66792 0.65602 -5.69780
S -2.16228 -2.18467 6.72498
C -1.09149 -0.78047 1.14665
C 5.54023 -2.81195 -1.59190
C -4.87917 -2.48852 2.07365
H 6.56088 -2.47628 -1.40832
C 4.30725 -1.94093 -1.27622
O 8.63983 2.74050 2.47189
C -2.35308 4.73453 -1.71438
C -2.89671 -0.82688 4.53589
O 8.62031 2.74809 -0.05628
H -1.54700 -0.68850 -0.96541
C 2.98858 -1.12118 2.79153
C 6.38897 -1.79395 3.53079
H -6.65488 0.51683 1.03913
H 7.26386 -2.20611 3.02802
O 5.55667 -5.59021 -1.42432
C 3.11771 -2.87343 -1.17224
C 2.47031 1.21273 -0.92684
H 6.56807 -0.77633 3.87788
H -2.60478 6.28291 -3.16497
O -2.24112 -1.60932 8.11677
S -4.67640 0.77828 -0.50076
H -7.26095 -3.28301 -1.62278
H -8.26675 1.12746 -0.94103
H 2.52796 -0.11083 4.58544
H -1.03470 6.23327 -2.46508
C -5.11716 1.64373 -2.07073
O 1.97216 1.11083 -8.40293
H 4.37183 -1.53698 -0.26589
H 6.76273 4.67457 0.61120
H 1.40612 0.46730 3.27280
H 2.13167 0.99972 -1.94076
O -6.66491 -5.94502 -0.04338
H -1.09536 2.31158 2.38452
C 1.14191 1.05623 -0.07789
H -4.21015 -2.76207 2.88955
H -3.96888 -3.26226 5.47692
H -1.58732 -4.59663 -0.68790
H -4.22891 -2.14444 1.26936
C 3.14252 -0.48450 -6.63663
H -2.31373 4.28578 -4.56676
H 2.84126 2.40265 -6.37504
C -1.39214 3.48243 -1.61944
O 0.00853 -4.56010 -3.13106
O 4.12046 -1.35974 3.41605
H 5.52663 1.70656 2.62649
H -0.16607 -1.51179 -3.99803
H -6.83181 -0.42670 -0.50382
C -1.68190 4.39611 2.28080
H 4.16249 -1.18057 -2.04369
H 1.82802 4.72379 3.35432
O -6.03071 -3.69605 0.34460
H -2.12275 5.05572 3.02825
C 3.76096 0.11653 -5.42487
O 5.90456 -4.37324 0.77393
C 6.48622 3.86493 1.28656
H -6.80618 0.49715 -2.76659
H 1.36752 3.51739 2.14766
C 5.52299 1.61603 1.54026
H -2.09125 -1.20848 1.21995
H -2.82186 -3.37387 -0.81985
H -1.04191 -0.07300 1.97438
H 5.23714 2.84776 -0.17143
C -3.09668 -4.87909 -2.25702
H -4.42037 1.25697 -2.81437
S -0.92331 3.02638 -3.34330
C -1.82771 5.58891 -2.84462
O 0.90355 1.77180 0.88041
H -2.02486 2.75663 3.78247
C -6.92794 -4.31677 -1.71530
H 2.74523 -3.05619 -2.18019
O 0.51986 2.89251 -3.35417
H -5.02417 -1.19071 4.66825
H 2.77618 2.25885 -0.94010
H -7.15454 2.45696 -0.43141
H 2.83385 -1.47662 -6.30722
H 1.25292 -2.53672 -4.20731
H 1.21146 -1.04252 3.95644
H -4.42496 -0.31607 6.08747
H 0.46918 2.44451 4.25308
C 0.98456 4.19395 2.91167
H -1.89640 2.63114 -1.16213
O -0.05362 6.63748 2.80056
H -5.67194 -1.75336 2.21204
O -1.49442 -3.46914 6.49995
S 1.73166 0.60425 -7.08404
H -2.93233 0.10150 3.96585
O 0.17314 5.39933 0.54689
H 4.38340 3.52148 1.24611
C -4.16472 -1.04859 5.32341
H -6.09570 -4.30728 -2.41914
C 2.71351 1.00627 -4.69717
O -4.01084 1.73201 0.43882
C -7.23374 1.47163 -0.89070
C -1.44132 4.66824 -4.03694
H 3.84842 -0.48821 -7.46716
H -2.19100 5.23946 -0.76208
H 2.87512 -5.02290 -0.47803
C -0.28038 -3.38329 -2.89154
O 2.67140 -1.45095 1.68594

Cartesian forces, eV/Å:
1.437 -0.309 -0.990
-0.195 0.768 0.576
0.481 -1.014 -1.866
-0.014 0.270 0.000
0.332 -0.122 -0.754
0.808 0.267 -0.272
0.214 1.497 -0.548
-0.189 -0.158 0.031
0.097 -0.524 0.065
-0.502 0.253 -0.124
-0.401 -0.415 -0.750
-0.381 0.065 0.426
-0.004 0.033 0.054
-0.436 0.221 0.095
-0.331 1.296 0.400
-0.757 0.166 -0.003
0.448 -0.453 -0.059
0.051 -0.193 0.533
0.776 -0.135 1.713
-0.464 0.114 -0.262
-0.312 1.751 -0.712
1.545 2.079 -0.839
0.106 -0.271 0.177
1.505 1.324 -0.470
0.179 0.070 0.030
0.080 -0.599 1.354
-0.024 0.330 -0.473
0.532 -0.701 -0.405
-0.089 1.489 0.113
0.404 -0.165 0.262
-0.684 0.183 -0.241
0.113 0.025 -0.061
0.055 0.298 0.044
0.362 -0.026 0.670
0.367 -0.177 0.039
0.766 0.966 0.098
-0.752 2.478 1.298
0.663 -0.471 0.083
0.001 0.077 0.430
-0.353 -0.014 -0.232
-0.665 0.009 0.975
-0.272 0.069 -0.190
-0.035 0.004 0.062
1.001 -0.730 -1.211
-0.036 -0.203 -0.185
-0.990 0.058 -0.014
0.134 0.477 -0.226
-0.592 -0.219 -0.114
-0.581 -0.893 0.471
-0.294 0.200 0.070
0.325 -0.226 -1.317
0.160 -0.390 0.132
1.290 0.632 0.766
0.831 0.694 0.551
0.992 -0.770 0.371
0.216 0.356 -0.473
0.373 -0.027 -0.190
-0.096 0.564 2.028
1.577 -0.325 -1.070
-0.073 -0.300 -0.111
-0.150 0.490 0.078
-2.018 -1.347 2.607
-0.504 0.513 -0.449
-0.424 -1.068 0.395
0.097 -1.172 -1.204
-0.248 0.304 0.344
1.015 -0.784 1.037
-0.655 -0.085 -0.732
1.634 -1.625 1.155
1.509 -0.217 0.274
-0.786 0.607 1.483
0.501 0.307 -0.250
-1.914 1.417 0.712
-0.382 -0.852 0.536
0.240 0.070 -0.162
0.076 -0.081 0.387
-0.128 0.804 0.530
-0.566 -0.764 -0.574
-2.300 -0.473 0.168
-0.090 0.240 -0.643
-0.036 0.021 -0.201
0.495 -1.018 -3.357
0.050 -1.148 -0.343
-0.323 -0.045 -0.400
-0.086 0.371 0.083
-0.229 0.428 0.016
0.387 -0.382 -0.236
1.476 0.033 0.658
-0.254 0.421 -0.326
0.414 0.640 -0.134
-0.244 -0.111 -0.089
0.821 0.164 -0.683
0.343 -0.227 -0.069
0.550 1.782 1.427
0.051 -0.012 -0.136
0.859 0.960 -0.192
-0.471 0.613 0.455
0.025 0.065 0.055
0.472 -0.016 -0.385
-0.042 0.180 -0.096
-0.245 -0.101 -0.070
-0.221 0.618 -0.194
0.719 -0.005 0.319
-1.052 -0.239 -0.288
-0.745 2.280 0.969
0.232 -0.178 -0.638
-0.188 -0.055 0.152
-0.441 -0.341 -0.291
0.953 -0.790 0.635
0.643 1.310 1.823
0.042 0.107 0.199
-0.424 0.170 0.226
-1.453 -0.311 -0.523
-0.416 0.216 -0.125
0.870 1.105 1.755
-0.489 0.150 -2.245
0.382 -0.731 -0.261
0.151 -0.101 -0.026
-0.040 0.029 -0.080
0.181 -0.994 0.779
0.114 -0.449 0.026
0.135 0.133 0.207
0.371 0.118 -0.054
-0.149 0.217 -0.108
0.803 0.306 -0.108
-0.216 -0.204 -0.096
-0.332 1.418 1.136
-0.570 -0.008 -0.879
-0.319 -0.878 -0.564
-0.520 0.422 -0.255
-0.441 0.565 0.322
0.240 -0.854 -0.083
-0.192 -0.439 -0.338
0.005 0.270 -0.083
0.199 -0.207 0.515
-0.341 0.246 -0.253
-0.580 -0.008 -0.911
-0.193 -0.359 0.303
0.121 -0.486 -0.005
0.300 0.485 -0.351
0.021 -0.201 -0.570
-1.027 -1.031 -0.467
-0.167 -0.077 -0.220
-0.682 -2.150 -1.926
0.299 0.076 0.616
-0.219 1.466 0.211
-1.287 -2.065 1.272
0.419 0.079 0.168
-0.195 0.273 1.098
-0.207 -0.458 -0.043
-0.492 -1.445 0.671
0.199 -0.193 0.331
0.254 0.369 -0.238
-1.070 -1.919 -1.577
0.074 0.627 0.215
-0.258 -0.561 0.562
-0.359 -0.284 -0.090
-0.333 0.213 -0.043
0.338 0.006 -0.170
-0.647 -2.725 -0.387
0.582 -0.685 -1.447

Properties
- orbital gap (eV) = 9.9
- lowest unoccupied orbital energy (eV) = -0.29
- energy relative to the best compared isomer or geometry (same formula, charge and spin) (kJ/mol) = 133.7
- spin multiplicity = 1
- strongest force on any atom (eV Å⁻¹) = 3.6